Below is 5 unconnected molecules or ions with the total composition C47H63BFI2N6O4S, with properties calculated with ωB97M-V with the def2-TZVPD basis set.

Structure (XYZ):
```
125
Properties=species:S:1:pos:R:3:forces:R:3:lowdin_charge:R:1
C 3.882387 -4.809868 0.858798 -6.39 2.46 -1.81 0.132
C 2.691931 -4.386384 0.449464 5.40 -2.97 3.48 -0.046
C 1.137814 -4.248737 0.158382 3.38 -1.62 -2.85 -0.114
N 0.241731 -3.504395 1.151887 0.08 -0.35 -1.59 -0.144
C -0.027915 -4.603716 2.136904 0.47 -4.17 1.47 -0.144
C -0.660928 -4.600097 3.558203 -2.06 1.16 2.92 -0.211
N -1.306105 -3.701184 4.293230 2.42 -2.06 -3.40 0.115
C 0.836904 -2.259062 1.762720 -0.95 2.33 1.79 -0.021
B 1.868653 -2.389133 3.039657 1.93 -0.12 2.36 -0.354
O 3.292456 -2.663230 3.008728 -1.59 1.95 -0.92 0.033
C 1.400007 -2.069341 4.605586 0.18 0.65 -0.32 -0.168
C 1.727159 -3.304397 5.605195 0.35 -0.34 0.53 -0.124
C 1.161346 -1.003479 0.762119 1.20 -0.34 0.67 -0.298
C 2.319517 -1.171682 -0.330082 0.54 0.49 -1.26 -0.126
C 3.860903 -1.158507 0.147330 1.10 -0.04 -1.78 -0.157
C 4.708407 -1.210183 -1.278365 0.64 -0.47 0.56 -0.144
C 5.349151 -2.670415 -1.540304 0.22 0.91 -0.14 -0.250
O 4.323571 -3.496317 -2.166696 0.80 -0.49 0.88 -0.136
C 1.739181 0.307968 1.509545 -3.18 2.56 0.57 -0.025
C 0.500444 1.189604 2.330771 1.76 1.19 2.86 -0.154
C 1.055409 2.068436 3.677601 -2.44 -4.04 -2.04 0.025
O 0.168326 0.721457 3.751231 1.63 2.86 -3.10 -0.210
O -0.153878 -0.593746 0.318203 -0.02 -0.62 0.48 -0.113
C -1.021975 -1.557098 -0.278472 0.19 1.20 -3.46 -0.338
C -0.552296 -1.490066 -1.869846 1.06 -1.31 -0.67 -0.158
C -0.110378 -0.073797 -2.442942 0.73 1.17 -2.39 -0.155
C -1.242598 0.777620 -3.249172 -0.77 -0.02 1.61 -0.177
F -0.694181 1.984465 -3.885174 -0.70 -2.49 1.37 -0.128
C -2.536159 -0.919062 -0.357535 -2.15 2.39 2.96 -0.568
I -3.966123 -1.121339 -2.055586 1.56 -0.75 0.60 0.864
C -3.183333 -0.132777 0.671747 2.51 -1.81 -1.11 -0.715
C -2.556972 0.140962 2.101912 -1.88 0.82 0.53 -0.179
I -5.197106 0.779907 0.496889 1.77 -0.53 0.55 0.816
C -0.988645 -3.095672 0.317782 -3.91 0.21 -1.72 -0.429
S -2.608880 -3.260513 1.326341 0.27 -0.09 1.64 0.867
C -1.451838 -4.051983 -0.878788 -2.19 -0.69 -2.24 -0.250
C -2.122996 -5.475725 -0.568949 2.82 -3.77 -1.44 -0.178
C -1.433706 -6.650294 -1.104267 -1.40 3.09 0.61 -0.001
H 4.942903 -5.049908 1.265166 -2.51 0.63 -1.13 0.100
H 0.764170 -5.345603 -0.023048 0.34 2.25 0.70 0.152
H 1.159011 -3.803595 -0.898301 -0.55 -0.11 1.86 0.122
H -0.614537 -5.476349 1.611242 0.88 1.98 0.53 0.150
H 1.003915 -5.143052 2.317999 -1.60 1.35 -0.35 0.169
H -0.627646 -5.642635 4.101066 0.35 1.76 -1.59 0.154
H -1.278860 -2.851235 3.708697 -0.43 0.14 0.60 -0.004
H -0.101890 -1.820231 2.333223 1.74 -0.80 -1.08 0.146
H 3.750505 -1.785079 3.155532 -0.47 -1.58 0.11 0.130
H 0.326725 -1.666823 4.672474 1.66 -0.71 0.20 0.080
H 2.101771 -1.189510 4.926976 -1.33 -1.35 -0.52 0.120
H 2.771851 -3.179743 6.111836 -1.87 -0.17 -1.12 0.092
H 0.965314 -3.396712 6.476775 1.17 0.26 -1.71 0.091
H 1.752197 -4.316524 5.046259 -0.08 1.57 0.93 0.066
H 2.272670 -2.046886 -1.060536 -0.27 0.98 1.17 0.093
H 2.234724 -0.221769 -1.013846 -0.02 -1.80 1.30 0.129
H 4.243700 -0.189466 0.636999 -0.98 -1.58 -0.40 0.085
H 4.218364 -2.100616 0.696173 -1.01 1.62 -0.44 0.083
H 5.600164 -0.458674 -1.198751 -1.74 -1.27 -0.30 0.117
H 4.013607 -0.950574 -2.161224 1.30 -0.28 1.27 0.118
H 5.735983 -3.088569 -0.530915 -0.72 0.48 -1.59 0.110
H 6.240154 -2.605975 -2.266938 -1.24 0.05 1.14 0.122
H 4.560941 -4.449800 -2.062505 -0.18 1.23 -0.10 0.091
H 2.638295 0.227525 2.178800 -1.08 -0.35 -0.68 0.102
H 1.987934 1.097645 0.683316 -0.22 -1.70 1.34 0.152
H -0.367558 1.715485 1.654086 2.29 -1.58 2.01 0.150
H 0.416733 2.945609 4.045328 1.42 -1.38 -0.69 0.093
H 2.097760 1.766721 4.043093 -1.70 1.03 -0.52 0.092
H 0.382861 -2.180965 -2.022562 -1.59 1.29 0.57 0.109
H -1.297166 -1.961097 -2.602944 0.83 0.83 1.29 0.070
H 0.408833 0.675648 -1.754146 -0.95 -1.38 -0.58 0.112
H 0.686247 -0.293859 -3.277623 -1.32 0.24 1.59 0.139
H -1.829637 0.136718 -4.014001 1.27 1.30 1.02 0.103
H -1.985023 1.150398 -2.430066 1.15 -0.40 -1.74 0.093
H -3.407426 -0.065352 2.882569 1.49 0.29 -1.46 0.094
H -2.384340 1.294704 2.193078 0.01 -2.16 -0.11 0.088
H -1.675729 -0.489001 2.440803 -1.03 1.02 -0.94 0.047
H -3.687598 -3.317010 0.450039 1.48 0.20 0.03 -0.042
H -0.746842 -4.209206 -1.772315 -0.70 0.28 1.64 0.120
H -2.357445 -3.487807 -1.372957 1.87 -0.49 1.00 0.069
H -3.112812 -5.693102 -0.037297 1.94 0.84 -0.23 0.099
H -1.529490 -7.706640 -0.669417 -0.51 1.70 -1.16 0.073
H -0.811551 -6.484507 -2.076357 -0.45 -0.42 2.32 0.085
N -9.605086 2.778975 -1.531407 0.33 -0.51 -0.47 0.058
C -8.508014 2.046019 -1.274031 -0.56 0.38 -0.12 -0.165
C -7.959891 1.138740 -2.166559 -0.11 0.00 -0.15 -0.099
C -8.580032 0.972014 -3.397367 0.00 -0.04 -0.06 -0.078
C -9.715810 1.714420 -3.689435 0.17 -0.11 0.04 -0.072
C -10.184382 2.599001 -2.731198 0.17 0.21 0.64 -0.146
H -8.061620 2.209708 -0.297667 0.01 -0.01 -0.01 0.077
H -7.071003 0.576090 -1.906490 -0.05 0.03 -0.01 0.023
H -8.181578 0.270014 -4.122545 -0.04 0.06 0.05 0.105
H -10.224723 1.608763 -4.639759 0.02 0.03 0.07 0.104
H -11.066671 3.204584 -2.913658 0.04 -0.06 -0.03 0.105
N 5.749515 1.766626 1.466800 0.16 0.62 0.18 0.047
C 6.770850 2.329487 0.796215 -0.46 -0.40 0.20 -0.146
C 7.291238 3.579091 1.091037 -0.09 0.06 0.13 -0.064
C 6.725424 4.296144 2.136170 0.04 0.07 0.00 -0.068
C 5.668642 3.740911 2.844874 0.08 0.02 -0.06 -0.068
C 5.221851 2.482999 2.475527 0.23 -0.38 -0.50 -0.155
H 7.177148 1.731871 -0.013674 0.03 0.08 0.03 0.101
H 8.117451 3.982158 0.518302 -0.06 -0.05 0.02 0.107
H 7.104618 5.278761 2.396398 -0.03 -0.09 -0.02 0.111
H 5.203735 4.273460 3.665612 0.02 -0.05 -0.05 0.105
H 4.400627 2.005148 3.001607 0.01 0.08 0.04 0.080
N -1.640934 4.368961 2.515521 -0.09 0.61 0.10 0.046
C -1.543103 5.281166 1.531460 0.00 -0.53 0.35 -0.150
C -1.778504 6.634793 1.708701 -0.04 0.01 0.15 -0.069
C -2.140444 7.078361 2.973287 -0.01 0.08 0.02 -0.071
C -2.251175 6.159239 4.007797 0.03 0.09 -0.13 -0.068
C -1.991606 4.826996 3.730791 0.17 -0.34 -0.49 -0.159
H -1.260804 4.885466 0.560842 -0.01 0.08 0.01 0.101
H -1.682032 7.325118 0.879635 -0.01 -0.07 0.04 0.105
H -2.334331 8.130909 3.151216 0.01 -0.09 -0.02 0.110
H -2.532070 6.471305 5.006262 0.02 -0.05 -0.06 0.106
H -2.061374 4.070973 4.507168 -0.04 0.07 0.02 0.102
N 0.399327 2.569921 -7.771599 -0.12 0.78 0.04 0.050
C 0.508173 3.477905 -8.757886 -0.02 -0.55 0.39 -0.156
C 0.267536 4.832017 -8.589376 -0.05 0.04 0.15 -0.080
C -0.111929 5.280008 -7.331327 -0.02 0.07 0.03 -0.084
C -0.234196 4.364789 -6.294490 0.03 0.13 -0.17 -0.075
C 0.031891 3.031619 -6.562586 0.23 -0.47 -0.55 -0.154
H 0.804069 3.078715 -9.722958 -0.01 0.07 0.02 0.101
H 0.373427 5.519206 -9.420017 0.00 -0.06 0.04 0.101
H -0.310385 6.333011 -7.160307 0.02 -0.08 -0.02 0.104
H -0.528788 4.680260 -5.300909 0.02 -0.07 -0.05 0.099
H -0.046046 2.280130 -5.786036 0.02 0.19 -0.16 0.075
```
Positions in Å, forces in eV/Å.

2S+1: 1
HOMO-LUMO gap: 8.064 eV
HOMO: -10.74 eV
Total charge: +1
Lowest unoccupied orbital energy: -2.672 eV
Calculated total energy: -3575.5974 Eh